Below is a cluster of 3 separate species, C4H12NO3 in total in a non-equilibrium geometry, with properties calculated with ωB97M-V with the def2-TZVPD basis set.

The molar mass is 122.14 g mol⁻¹. As for the relative energy (zero: lowest compared OMol25 entry of this formula, charge and spin): 687.7 kJ/mol. The strongest force on any atom is 2.06 eV Å⁻¹. The calculation puts the calculated total energy at -11968.825 eV.

```
! wB97M-V def2-TZVPD RIJCOSX def2/J DEFGRID3
* xyz -1 1
C -1.8083 -0.5386 1.2426
O 0.5681 -2.2015 2.3080
C -0.7373 0.3751 0.5877
C 0.3687 -0.5814 -0.0060
C 1.7932 -0.1413 0.1313
O 2.2855 0.8136 -0.7731
N -1.1275 1.3271 -0.4169
H -2.3149 -1.1131 0.4758
H -1.1891 -1.0690 1.9881
H -2.6307 0.0719 1.6500
H -0.1720 0.8762 1.4010
H 0.1005 -0.8943 -1.0206
H 0.2340 -1.4266 0.7217
H 2.4555 -1.0506 0.0528
H 1.8521 0.1306 1.1840
H -1.9446 1.8745 -0.1995
H -0.8517 1.1462 -1.3993
H 0.7992 0.5414 -3.5835
H 1.6637 0.9140 -1.6215
O 0.6556 0.9458 -2.7225
*
```

---

Below is a cluster of 2 separate species, C4H12NO3 in total in a non-equilibrium geometry, with properties calculated with ωB97M-V with the def2-TZVPD basis set.

The molar mass is 122.14 g mol⁻¹. As for the relative energy (zero: lowest compared OMol25 entry of this formula, charge and spin): 52.5 kJ/mol. The strongest force on any atom is 2.42 eV Å⁻¹. The calculation puts the calculated total energy at -11975.409 eV.

```
! wB97M-V def2-TZVPD RIJCOSX def2/J DEFGRID3
* xyz -1 1
C 0.0562 -0.4734 1.0058
C -1.0626 0.5034 1.3578
C -1.8119 0.9399 0.1208
O -2.2270 -0.0524 -0.7505
N 0.9814 0.1080 0.0529
C 1.9874 -0.8178 -0.4065
O 3.1276 -0.8175 0.4672
H 0.6693 -0.7377 1.8670
H -0.4621 -1.3463 0.5822
H -1.8184 0.1024 2.0407
H -0.6933 1.4065 1.8586
H -2.6952 1.5366 0.4663
H -1.3008 1.7478 -0.4440
H 0.5168 0.3264 -0.8462
H 2.3397 -0.5706 -1.4034
H 1.6025 -1.8422 -0.4342
H 3.0659 -0.0766 1.0669
H -0.5535 0.5061 -2.8440
H -1.4056 -0.1734 -1.3976
O -0.3162 -0.2692 -2.3598
*
```

---

Below is a cluster of 2 separate species, C4H12NO3 in total in a non-equilibrium geometry, with properties calculated with ωB97M-V with the def2-TZVPD basis set.

The molar mass is 122.14 g mol⁻¹. As for the relative energy (zero: lowest compared OMol25 entry of this formula, charge and spin): 209.3 kJ/mol. The strongest force on any atom is 5.31 eV Å⁻¹. The calculation puts the calculated total energy at -11967.427 eV.

```
! wB97M-V def2-TZVPD RIJCOSX def2/J DEFGRID3
* xyz 1 1
C -0.4173 0.4293 0.5623
C -1.5849 -0.2855 -0.0649
C -1.4501 -0.7379 -1.4485
C -0.0128 -1.2117 -1.9053
O 0.0327 -1.1348 -3.2251
O 0.8774 -1.7278 -1.2238
N 0.6919 -0.4542 1.0637
H -0.0401 1.0186 -0.3850
H -0.5317 0.9909 1.4001
H -2.3485 0.5176 -0.2156
H -2.0929 -1.2213 0.5700
H -1.9666 0.1098 -2.0630
H -2.2449 -1.4874 -1.5118
H 0.7455 -1.6416 -3.6526
H 0.7773 -1.2220 0.4540
H 1.5055 0.2088 1.1955
H 0.4408 -0.9366 1.8744
H 2.8000 3.7053 2.7011
H 2.2437 2.4323 3.3527
O 2.5750 2.6482 2.5220
*
```